# C40H47O7PdS4Si

A molecular structure, C40H47O7PdS4Si in a non-equilibrium geometry (ωB97M-V with the def2-TZVPD basis set, OMol25).

Computed properties:
HOMO energy (spin up / spin down) = -9.8 / -11.2 eV
Multiplicity = 5
Total charge = +1
LUMO level (spin up / spin down) = -1.79 / -6.18 eV
ΔE to the lowest compared entry with this formula, charge and spin = 20.8 kcal per mole

Structure (XYZ):
```
100
C40H47O7PdS4Si, DFT ωB97M-V with the def2-TZVPD basis set
Pd -0.3955 -0.3363 0.0455
O 0.4725 -1.5333 -1.8882
S 0.0287 -2.3638 -3.0994
C 1.2739 -1.8870 -4.3450
C 1.1507 -0.5811 -5.1360
C 0.9093 0.6966 -4.3220
C 2.0734 1.1130 -3.4324
S 1.5219 1.9955 -1.9545
O 0.4712 1.0361 -1.4343
C 0.6084 3.2825 -2.7701
C -0.7690 3.3107 -2.6405
C -1.4786 4.3492 -3.2333
C -0.8051 5.3417 -3.9363
C 0.5823 5.3102 -4.0377
C 1.2971 4.2804 -3.4482
C -1.4681 -1.6974 -3.8308
C -1.8613 -2.2645 -5.0349
C -3.0408 -1.8435 -5.6333
C -3.8276 -0.8791 -5.0168
C -3.4320 -0.3341 -3.7994
C -2.2517 -0.7498 -3.2009
H 1.3199 -2.7455 -5.0209
H 2.1867 -1.9000 -3.7455
H 0.3414 -0.6745 -5.8589
H 2.0754 -0.4796 -5.7092
H 0.0443 0.5510 -3.6875
H 0.6583 1.5066 -5.0065
H 2.8020 1.7606 -3.9319
H 2.5975 0.2536 -3.0028
H -1.2681 2.5356 -2.0722
H -2.5573 4.3885 -3.1359
H -1.3619 6.1508 -4.3949
H 1.1072 6.0964 -4.5695
H 2.3835 4.2573 -3.5152
H -1.2552 -3.0319 -5.5114
H -3.3505 -2.2778 -6.5756
H -4.7568 -0.5648 -5.4773
H -4.0519 0.4091 -3.3099
H -1.9413 -0.3385 -2.2590
C 3.4770 -3.1262 0.7576
C 2.1074 -2.5874 1.0892
O 1.8407 -1.3740 0.3483
H 3.7141 -3.9782 1.4009
H 4.2338 -2.3529 0.9117
H 3.5277 -3.4589 -0.2844
H 2.0464 -2.3193 2.1397
H 1.3296 -3.3198 0.8759
H 1.7548 -1.6215 -0.5835
O -0.9537 -2.2799 0.9668
S -2.2860 -2.3370 0.2902
O -3.2938 -3.0573 0.9913
O -2.1823 -2.5445 -1.1265
S -2.8111 -0.2756 0.3847
C 1.8617 5.2263 0.1059
C 2.9999 4.5490 0.8825
C 2.5235 3.0959 1.0329
O 1.1624 3.0439 0.5636
C 0.6689 4.3936 0.5348
H 2.0122 5.1490 -0.9718
H 1.7413 6.2774 0.3693
H 3.1068 5.0141 1.8635
H 3.9605 4.6118 0.3704
H 2.5642 2.7694 2.0731
H 3.1018 2.3979 0.4262
H 0.3394 4.6923 1.5297
H -0.1790 4.4249 -0.1473
C 3.6474 -0.5712 5.1917
C 3.7490 -0.1249 3.8780
C 2.5968 0.1318 3.1444
C 1.3289 -0.0321 3.7176
C 1.2439 -0.4866 5.0368
C 2.3962 -0.7542 5.7674
Si -0.2100 0.3977 2.7821
C -1.5929 -0.5629 3.5841
C -2.7980 0.0520 4.0300
C -3.8392 -0.7082 4.5392
C -3.7217 -2.0944 4.6110
C -2.5472 -2.7255 4.1909
C -1.5005 -1.9770 3.7002
C -0.6556 2.1861 3.1048
C -1.8163 2.7560 2.5609
C -2.2033 4.0490 2.8906
C -1.4153 4.8090 3.7477
C -0.2391 4.2756 4.2630
C 0.1404 2.9739 3.9436
H 4.5440 -0.7844 5.7631
H 4.7241 0.0157 3.4246
H 2.6828 0.4400 2.1073
H 0.2734 -0.6248 5.5024
H 2.3146 -1.1056 6.7909
H -2.9089 1.1250 3.9951
H -4.7454 -0.2168 4.8760
H -4.5384 -2.6845 5.0081
H -2.4634 -3.8049 4.2303
H -0.5951 -2.4838 3.3947
H -2.4368 2.1770 1.8831
H -3.1171 4.4643 2.4789
H -1.7161 5.8160 4.0100
H 0.3791 4.8678 4.9303
H 1.0445 2.5579 4.3808
```

# C9H20Si2

C9H20Si2 in the gas phase in a non-equilibrium geometry (ωB97M-V with the def2-TZVPD basis set, OMol25).

Computed properties:
HOMO energy = -8.6 eV
Total charge = 0
LUMO level = 0.90 eV
ΔE to the lowest compared entry with this formula, charge and spin = 17.3 kcal per mole

Structure (XYZ):
```
31
C9H20Si2, DFT ωB97M-V with the def2-TZVPD basis set
C 0.8643 -3.7252 1.4840
C -0.0297 -2.8743 0.6151
C -0.6050 -1.7457 1.4134
Si -1.7862 -0.4116 0.5123
Si -2.7267 1.2203 1.7563
C -0.3199 0.6819 -0.6363
C -0.6629 1.2031 -1.8622
C 0.3046 1.9630 -2.6641
C 1.4712 2.6781 -1.8155
C 2.0566 1.5409 -0.8729
C 0.9842 0.8471 -0.0609
H 0.3019 -4.1203 2.3492
H 1.3079 -4.5818 0.9372
H 1.5756 -3.0572 1.9063
H 0.6530 -2.5875 -0.2464
H -0.8180 -3.4087 0.0906
H -0.0251 -1.2782 2.1370
H -1.2635 -2.4481 2.1213
H -2.8972 -1.0011 -0.1506
H -1.5055 1.8584 2.1078
H -3.2583 2.2411 0.9155
H -3.6409 1.0300 2.8771
H -1.6068 1.2720 -2.3667
H 0.8692 1.3937 -3.5098
H -0.1534 2.8416 -3.1197
H 2.2924 3.1127 -2.3072
H 0.9339 3.3598 -1.2692
H 2.9044 1.9494 -0.2260
H 2.5415 0.7008 -1.5008
H 0.9466 1.4575 0.8799
H 1.2918 -0.1119 0.5053
```

# C19H23CrN5O3S

A molecular structure, C19H23CrN5O3S in a non-equilibrium geometry (ωB97M-V with the def2-TZVPD basis set, OMol25).

Computed properties:
HOMO energy (spin up / spin down) = -10.4 / -10.4 eV
Multiplicity = 2
Total charge = +1
LUMO level (spin up / spin down) = -3.69 / -3.31 eV
ΔE to the lowest compared entry with this formula, charge and spin = 26.5 kcal per mole

Structure (XYZ):
```
52
C19H23CrN5O3S, DFT ωB97M-V with the def2-TZVPD basis set
Cr -0.7345 -1.5355 1.5588
C -0.9386 -2.8462 3.3673
C -1.6630 -1.6404 3.5959
C -2.7808 -1.6333 2.7308
C -2.7079 -2.7731 1.9185
C -1.5680 -3.5328 2.3180
H -0.1474 -3.2321 3.9924
H -1.5144 -0.9695 4.4273
H -3.5686 -0.8961 2.7242
H -3.4639 -3.1013 1.2210
H -1.3321 -4.5326 1.9786
N 0.8635 6.4715 -1.3675
C 0.5765 5.1532 -1.2296
C 1.5444 4.1806 -1.5192
C 1.2546 2.8445 -1.3576
C 0.0023 2.4600 -0.9079
C -0.9704 3.4007 -0.6184
C -0.6862 4.7406 -0.7753
S -0.3437 0.7326 -0.7660
O 0.8252 -0.0146 -1.1874
O -1.5770 0.3737 -1.4017
N -0.5212 0.3467 0.8497
C 0.5985 0.5556 1.5481
N 1.3105 1.6661 1.5542
C 2.3729 1.6856 2.3443
C 2.7430 0.5998 3.1310
C 1.9508 -0.5368 3.0572
N 0.8933 -0.5705 2.2541
H 1.7205 6.7478 -1.8147
H 0.1291 7.1537 -1.2963
H 2.5112 4.4931 -1.8821
H 1.9813 2.0863 -1.5907
H -1.9398 3.0620 -0.2929
H -1.4282 5.4967 -0.5662
H 2.9286 2.6111 2.3497
H 3.6059 0.6399 3.7712
H 2.1634 -1.4228 3.6406
C 0.1537 -2.7094 -3.7419
N -0.5792 -2.4684 -2.5204
C -2.0092 -2.2751 -2.6402
C 0.0283 -2.4313 -1.3442
C 1.4928 -2.7499 -1.2754
O -0.6239 -2.2249 -0.2916
H -0.4741 -2.4322 -4.5843
H 0.4155 -3.7661 -3.8383
H 1.0650 -2.1125 -3.7707
H -2.4782 -3.2033 -2.9683
H -2.2273 -1.4864 -3.3596
H -2.4049 -1.9642 -1.6770
H 1.7126 -3.6937 -1.7741
H 1.7841 -2.7955 -0.2242
H 2.0551 -1.9513 -1.7496
```

# C21H45CeN2P3S2

A molecular structure, C21H45CeN2P3S2 in a non-equilibrium geometry (ωB97M-V with the def2-TZVPD basis set, OMol25).

Computed properties:
HOMO energy (spin up / spin down) = -15.7 / -15.7 eV
Multiplicity = 2
Total charge = +3
LUMO level (spin up / spin down) = -10.35 / -11.11 eV
ΔE to the lowest compared entry with this formula, charge and spin = 20.5 kcal per mole

Structure (XYZ):
```
74
C21H45CeN2P3S2, DFT ωB97M-V with the def2-TZVPD basis set
Ce 0.2125 -0.5729 -0.1623
P -0.7304 1.7823 1.4343
P -2.6222 -0.7937 -0.6810
P 2.6588 0.9794 -0.2732
H -0.0117 -2.6462 -8.9679
C 1.0181 -2.8725 -8.6745
C 1.3399 -4.0538 -8.1335
H 0.5739 -4.8203 -7.9688
C -1.1641 3.2682 0.4470
C -2.2304 1.6560 2.4963
C 0.4443 2.5143 2.6500
C -2.6362 -2.2271 -1.8284
C -3.9448 -1.1749 0.5172
C -3.3682 0.5235 -1.7070
C 3.7863 0.2274 -1.5036
C 3.7700 1.2061 1.1549
C 2.5033 2.6915 -0.8852
H 1.7556 -2.0936 -8.8801
H 2.3635 -4.3144 -7.8517
H -1.4398 4.0934 1.1189
H -2.0101 3.0326 -0.2138
H -0.3089 3.5667 -0.1748
H -2.3175 2.5663 3.1086
H -2.1543 0.7754 3.1540
H -3.1236 1.5464 1.8627
H -0.0708 3.3103 3.2046
H 1.3171 2.9341 2.1292
H 0.7875 1.7399 3.3538
H -3.6588 -2.6142 -1.9286
H -1.9821 -3.0224 -1.4386
H -2.2385 -1.9510 -2.8162
H -4.9044 -0.7188 0.2426
H -3.6469 -0.7896 1.5050
H -4.0749 -2.2615 0.6107
H -4.2502 0.1585 -2.2461
H -2.6230 0.8758 -2.4320
H -3.6562 1.3813 -1.0849
H 4.7316 0.7816 -1.5414
H 3.3174 0.2123 -2.4955
H 3.9752 -0.8203 -1.2348
H 4.6158 1.8539 0.8957
H 4.1489 0.2271 1.4808
H 3.2191 1.6459 1.9974
H 3.4726 3.0560 -1.2440
H 2.1352 3.3584 -0.0964
H 1.7802 2.7173 -1.7104
C 0.8108 -1.7447 -3.5859
C 0.6968 -0.3900 -3.9776
C 0.2610 -0.0451 -5.2494
C -0.0104 -1.0404 -6.2034
C 0.0842 -2.3681 -5.8094
C 0.4654 -2.7443 -4.5305
S 1.3902 -2.2631 -2.0755
H -0.0321 0.4132 -1.6813
H 0.9626 0.4124 -3.2789
H 0.1595 0.9983 -5.5159
H -0.2587 -0.7786 -7.2269
H -0.0624 -3.1550 -6.5510
H 0.5528 -3.7952 -4.2527
S 0.6480 -2.1222 2.0264
C 0.0637 -1.4717 3.5209
N 0.8380 -0.6816 4.2871
C 0.3947 -0.1014 5.5421
C -0.5627 -1.0541 6.2291
C -1.6874 -1.4607 5.2966
N -1.1636 -1.7825 3.9642
H 1.7298 -0.4264 3.8758
H -0.1047 0.8646 5.3590
H 1.2779 0.0889 6.1550
H -0.9813 -0.5743 7.1153
H -0.0235 -1.9486 6.5679
H -2.4165 -0.6375 5.2051
H -2.2223 -2.3357 5.6733
H -1.6905 -2.4267 3.3640
```

# C41H37F5OP2Re

A molecular structure, C41H37F5OP2Re in a non-equilibrium geometry (ωB97M-V with the def2-TZVPD basis set, OMol25).

Computed properties:
HOMO energy (spin up / spin down) = -13.1 / -12.9 eV
Multiplicity = 4
Total charge = +2
LUMO level (spin up / spin down) = -7.58 / -8.45 eV
ΔE to the lowest compared entry with this formula, charge and spin = 0.0 kcal per mole

Structure (XYZ):
```
87
C41H37F5OP2Re, DFT ωB97M-V with the def2-TZVPD basis set
Re -3.7561 -0.4161 3.8310
C -3.1981 1.0228 5.2665
C -2.6415 1.3018 3.9381
C -1.1165 1.1923 3.7811
C -0.7058 -0.2320 3.3988
C -1.8608 -1.2193 3.5278
C -2.3964 -1.5362 4.8494
C -1.7593 -0.9075 6.0844
C -2.2823 0.5039 6.3601
C -4.2034 -1.2250 1.9660
H -3.9872 1.6953 5.6244
H -3.0742 2.1548 3.4008
H -0.6051 1.5226 4.7025
H -0.8084 1.8925 2.9851
H -0.3800 -0.2274 2.3479
H 0.1652 -0.5653 3.9857
H -1.7823 -2.0736 2.8433
H -2.7234 -2.5721 4.9940
H -0.6677 -0.9024 5.9962
H -2.0016 -1.5459 6.9439
H -2.8548 0.4843 7.3024
H -1.4594 1.2200 6.5341
H -5.2650 -1.0542 1.7236
H -4.0206 -2.3115 2.0093
H -3.5699 -0.8031 1.1739
P 2.2585 1.7596 -4.0765
P 2.5712 -1.4874 -4.1989
C 3.7318 0.9227 -3.4431
C 3.8451 -0.4338 -3.4746
C 2.9981 3.2473 -4.8608
C 4.2443 3.7790 -4.5030
C 4.7172 4.9429 -5.1196
C 3.9473 5.5842 -6.0934
C 2.7101 5.0472 -6.4695
C 2.2445 3.8741 -5.8755
C 1.5056 2.4435 -2.5320
C 0.8971 1.5333 -1.6439
C 0.4011 1.9830 -0.4180
C 0.5338 3.3320 -0.0591
C 1.0962 4.2420 -0.9600
C 1.5403 3.8069 -2.2116
C 3.6705 -2.4998 -5.3116
C 4.2080 -1.8495 -6.4410
C 5.1621 -2.4909 -7.2300
C 5.5912 -3.7834 -6.9052
C 5.0245 -4.4492 -5.8138
C 4.0375 -3.8242 -5.0435
C 2.2664 -2.6541 -2.8156
C 1.0908 -3.4270 -2.8803
C 0.8489 -4.4079 -1.9171
C 1.7656 -4.6072 -0.8763
C 2.9087 -3.8120 -0.7877
C 3.1439 -2.8082 -1.7344
H 4.5401 1.5407 -3.0280
H 4.7584 -0.9344 -3.1133
H 4.8554 3.3037 -3.7393
H 5.6888 5.3451 -4.8302
H 4.3119 6.5017 -6.5603
H 2.1037 5.5476 -7.2265
H 1.2894 3.4411 -6.1775
H 0.8310 0.4759 -1.9129
H -0.0846 1.2822 0.2643
H 0.1918 3.6727 0.9200
H 1.1928 5.2958 -0.6936
H 1.9354 4.5289 -2.9287
H 3.8956 -0.8290 -6.6753
H 5.5839 -1.9769 -8.0954
H 6.3623 -4.2714 -7.5017
H 5.3504 -5.4564 -5.5530
H 3.5774 -4.3645 -4.2130
H 0.3855 -3.2636 -3.6974
H -0.0497 -5.0212 -1.9855
H 1.5817 -5.3850 -0.1314
H 3.6291 -3.9641 0.0183
H 4.0137 -2.1635 -1.6327
F -9.0167 -0.1276 8.5301
C -8.1796 -0.1690 7.4772
C -7.1573 -1.1238 7.4519
F -6.9727 -1.9628 8.4927
C -6.3493 -1.2023 6.3378
F -5.3902 -2.1549 6.2824
C -6.4700 -0.2918 5.2628
O -5.6614 -0.3294 4.2219
C -7.4894 0.6924 5.3316
F -7.5965 1.6006 4.3371
C -8.3428 0.7364 6.4202
F -9.3236 1.6651 6.4727
```

# C4H8AlF5MgN

A molecular structure, C4H8AlF5MgN in a non-equilibrium geometry (ωB97M-V with the def2-TZVPD basis set, OMol25).

Computed properties:
HOMO energy = -12.2 eV
Total charge = +1
LUMO level = -7.87 eV

Structure (XYZ):
```
20
C4H8AlF5MgN, DFT ωB97M-V with the def2-TZVPD basis set
C 2.8328 -0.6842 0.3793
N 2.4375 0.6994 -0.0509
C 1.0270 0.5987 -0.5244
Al -0.3518 0.6331 1.0283
C -2.1732 0.2884 0.1118
F -3.2810 0.7857 0.8168
F -2.0862 0.9845 -1.2198
C -2.4763 -1.2446 -0.2244
F -1.3399 -2.0169 -0.4139
F -3.3139 -1.7799 0.7344
F -3.1849 -1.2515 -1.4554
H 3.6632 -0.5747 1.1537
H 3.2228 -1.3200 -0.4884
H 1.9445 -1.2080 0.8808
H 2.9870 0.8710 -0.9124
H 0.7418 1.4154 -1.3246
H 0.8568 -0.4070 -1.0671
H -0.3924 2.1466 1.5959
H 0.0188 -0.4297 2.1377
Mg -1.1325 2.4939 -1.1578
```

# C3H6INO3P

A molecular structure, C3H6INO3P in a non-equilibrium geometry (ωB97M-V with the def2-TZVPD basis set, OMol25).

Computed properties:
HOMO energy = -4.8 eV
Total charge = -1
LUMO level = 2.84 eV
ΔE to the lowest compared entry with this formula, charge and spin = 2.1 kcal per mole

Structure (XYZ):
```
15
C3H6INO3P, DFT ωB97M-V with the def2-TZVPD basis set
C 0.1392 0.2674 0.5836
C -1.0922 0.6645 -0.2531
C 0.5143 -1.2077 0.2515
N -2.2126 -0.1602 0.3804
O -2.0649 -1.9543 -1.6231
O -2.9832 -2.6198 0.6683
O -0.6071 -1.9922 0.5241
P -2.0850 -1.7891 -0.1436
I -4.0432 0.6105 0.0550
H 0.9472 0.8235 0.3889
H -0.2291 0.4185 1.6885
H -1.4318 1.6414 -0.0901
H -0.8277 0.3462 -1.2046
H 0.5492 -1.2214 -0.8243
H 1.3189 -1.5134 0.9148
```

# C55H46KN5O2S2

A molecular structure, C55H46KN5O2S2 in a non-equilibrium geometry (ωB97M-V with the def2-TZVPD basis set, OMol25).

Computed properties:
HOMO energy = -5.6 eV
Total charge = 0
LUMO level = -0.04 eV
ΔE to the lowest compared entry with this formula, charge and spin = 16.8 kcal per mole

Structure (XYZ):
```
111
C55H46KN5O2S2, DFT ωB97M-V with the def2-TZVPD basis set
K 1.9003 -1.8016 -0.2105
C -0.1993 -1.4186 3.1147
N -0.0379 -2.3927 2.0534
C 0.7827 -3.5555 2.4153
C 2.1654 -3.1927 2.8625
N 3.1033 -2.6733 2.1243
C 4.1878 -2.5056 2.9671
C 5.4475 -1.9696 2.7053
C 6.3537 -1.9135 3.7441
C 6.0271 -2.3823 5.0267
C 4.7843 -2.9164 5.3052
C 3.8754 -2.9609 4.2537
N 2.5697 -3.3965 4.1593
C 0.9057 -0.4026 3.1056
N 1.7073 -0.1696 2.1090
C 2.5746 0.8165 2.5672
C 3.6312 1.4487 1.9178
C 4.3390 2.4035 2.6191
C 4.0097 2.7353 3.9429
C 2.9633 2.1190 4.6021
C 2.2616 1.1564 3.8867
N 1.1817 0.3551 4.2091
H -0.2330 -1.8845 4.1146
H -1.1501 -0.8929 2.9814
H -0.9417 -2.7226 1.7428
H 0.8805 -4.1755 1.5185
H 0.3119 -4.1546 3.2110
H 5.6966 -1.6131 1.7147
H 7.3389 -1.5015 3.5712
H 6.7672 -2.3244 5.8138
H 4.5354 -3.2782 6.2943
H 2.0270 -3.8401 4.8782
H 3.8650 1.2127 0.8891
H 5.1638 2.9138 2.1400
H 4.5902 3.4893 4.4581
H 2.7107 2.3724 5.6236
H 0.6882 0.3301 5.0831
C 1.0376 -5.3097 -0.5187
C 2.3811 -5.0797 -0.1650
C 2.9850 -4.3449 -1.2026
C 2.0166 -4.1241 -2.2006
C 0.8125 -4.7147 -1.7773
H 0.3227 -5.9048 0.0376
H 2.8779 -5.4426 0.7259
H 4.0300 -4.0656 -1.2576
H 2.1848 -3.6307 -3.1481
H -0.1027 -4.7821 -2.3540
C -0.7848 0.4263 -8.5315
C -0.4921 0.3332 -7.0599
C -0.2896 -0.9090 -6.4565
C 0.0029 -1.0083 -5.1084
C 0.0946 0.1547 -4.3567
C -0.0771 1.4013 -4.9332
C -0.3829 1.4820 -6.2844
S 0.4411 0.0667 -2.6113
O 1.3689 -1.0753 -2.3700
C -1.1633 -0.5414 -2.0539
C -1.2810 -1.9304 -1.8558
C -2.4315 -2.4274 -1.3180
C -3.4879 -1.5636 -0.9379
C -4.6781 -2.0644 -0.3514
C -5.6714 -1.2197 0.0488
C -5.5234 0.1761 -0.1153
C -4.3944 0.6899 -0.6844
C -3.3473 -0.1659 -1.1182
C -2.1467 0.3422 -1.6923
C -1.9390 1.8122 -1.8443
C -2.6356 2.5324 -2.8614
C -3.5257 1.8882 -3.7563
C -4.1439 2.5917 -4.7493
C -3.9095 3.9756 -4.8970
C -3.0519 4.6195 -4.0523
C -2.3865 3.9148 -3.0196
C -1.4483 4.5590 -2.1706
C -0.7759 3.8575 -1.2173
C -1.0387 2.4812 -1.0565
S -0.0023 1.5675 0.1064
O 1.3385 2.1988 0.0029
C -0.7270 2.1829 1.6238
C -1.9618 1.7092 2.0432
C -2.4838 2.1607 3.2447
C -1.7829 3.0732 4.0323
C -2.3450 3.5555 5.3419
C -0.5434 3.5239 3.5884
C -0.0055 3.0819 2.3884
H -1.3225 -0.4535 -8.8831
H 0.1428 0.4956 -9.1036
H -1.3808 1.3093 -8.7605
H -0.3652 -1.8095 -7.0537
H 0.1711 -1.9705 -4.6394
H 0.0178 2.2977 -4.3319
H -0.5337 2.4527 -6.7410
H -0.4458 -2.5831 -2.0898
H -2.5335 -3.4945 -1.1572
H -4.7804 -3.1356 -0.2257
H -6.5757 -1.6144 0.4928
H -6.3131 0.8404 0.2109
H -4.2856 1.7604 -0.8062
H -3.7011 0.8251 -3.6526
H -4.8146 2.0857 -5.4312
H -4.4091 4.5230 -5.6854
H -2.8604 5.6798 -4.1638
H -1.2628 5.6174 -2.3065
H -0.0246 4.3233 -0.5925
H -2.5141 0.9987 1.4373
H -3.4517 1.8026 3.5752
H -3.3780 3.2364 5.4706
H -2.3155 4.6438 5.4035
H -1.7674 3.1676 6.1833
H 0.0164 4.2283 4.1933
H 0.9698 3.4055 2.0456
```